(1)
C15H13Cl4NO9W as an isolated structure, computed with ωB97M-V/def2-TZVPD.

Computed properties:
expectation value of S²: 2.008
2S+1: 3
Kohn-Sham gap (spin up / spin down): 0.2720 / 0.3322 Eh
total charge: 0
LUMO level (spin up / spin down): -1.16 / -0.76 eV
ΔE to the lowest compared entry with this formula, charge and spin: 0.0 kcal/mol

Structure (XYZ):
```
43
Properties=species:S:1:pos:R:3:forces:R:3
W 0.89858 -0.38108 0.48514 0.6279 -0.2296 0.0522
O -0.51340 -0.50645 -1.22078 0.0218 0.0394 0.1244
C 0.08546 -0.14379 -2.49226 -0.0034 -0.0226 0.0069
C 1.35922 -0.93864 -2.56183 0.0093 0.0242 -0.0101
N 2.17242 -0.65864 -1.35697 -0.0901 0.0125 -0.0516
C 2.98099 0.56808 -1.47756 0.0037 0.0300 0.0421
C 3.40048 1.01204 -0.07597 0.0273 -0.0458 -0.1469
O 4.33728 1.73372 0.10651 0.0138 -0.0134 0.0459
O 2.62349 0.51182 0.87233 -0.2042 -0.0314 0.0294
C 3.02580 -1.83130 -1.04063 -0.0265 -0.0184 0.0028
C 2.18787 -2.90334 -0.33873 0.0575 -0.0043 -0.0883
O 2.38363 -4.07331 -0.52696 -0.0486 0.0192 0.0451
O 1.28531 -2.39398 0.47682 -0.1115 0.3996 0.0265
H -1.23496 0.12996 -1.04091 0.0013 -0.0386 0.0292
H 0.25214 0.93465 -2.49792 0.0012 0.0034 -0.0026
H -0.60009 -0.41876 -3.29225 -0.0090 0.0121 0.0001
H 1.91864 -0.70986 -3.47196 0.0126 -0.0101 -0.0027
H 1.11809 -2.00244 -2.56502 0.0013 -0.0054 0.0001
H 2.37477 1.36602 -1.90995 -0.0072 -0.0092 -0.0112
H 3.86398 0.41138 -2.09901 -0.0025 0.0104 -0.0106
H 3.80881 -1.51732 -0.34961 0.0182 0.0057 0.0035
H 3.48923 -2.23374 -1.94179 -0.0020 -0.0007 0.0033
Cl -5.43847 -0.31914 0.02654 -0.0179 0.0084 -0.0106
C -4.00007 -0.40321 0.99076 0.0320 -0.0099 0.0428
C -2.95524 -1.20921 0.57690 -0.0370 -0.0188 -0.0259
C -1.78610 -1.23331 1.33044 -0.1060 -0.1329 -0.0582
C -1.67903 -0.47849 2.49072 0.0931 0.1488 0.0048
C -2.75397 0.29005 2.91423 -0.0167 0.0372 0.0051
C -3.91261 0.34250 2.15940 -0.0085 -0.0118 0.0048
C -0.37801 -0.42974 3.24214 0.0288 -0.2354 0.0393
O -0.31026 -0.39636 4.43733 -0.0308 0.1193 -0.0450
O 0.68089 -0.45545 2.43395 -0.2377 0.0341 -0.2405
H -3.05946 -1.81922 -0.31067 0.0042 -0.0052 0.0087
H -1.01260 -1.95254 1.05216 0.0245 0.0010 0.0627
H -2.65344 0.87171 3.82025 -0.0072 0.0063 -0.0016
H -4.74304 0.96515 2.46202 -0.0013 -0.0005 -0.0043
Cl -2.56844 2.16920 -0.93594 0.0773 0.0104 -0.0037
C -1.32749 3.27342 -0.21328 -0.0928 -0.0529 0.0194
Cl -0.34010 3.95124 -1.51021 0.0253 0.0159 -0.0189
Cl -2.14475 4.54223 0.65987 0.0005 0.0111 0.0074
C -0.48282 2.36030 0.73259 0.0435 0.0910 0.0331
O -0.61653 2.41771 1.92187 -0.0465 0.0148 -0.0157
O 0.26378 1.55813 0.03823 -0.0176 -0.1581 0.1091
```
Forces are in eV/Å.

Atom charges from the Löwdin analysis, given in e for atoms 1 to 2: W 1.8373; O -0.1923



(2)
One molecule with the formula C15H13FN2OS2, computed with ωB97M-V/def2-TZVPD.

Computed properties:
2S+1: 1
SMILES: O=C(c1cccs1)N1CCN=C1SCc1cccc(F)c1
Kohn-Sham gap: 0.3368 Eh
total charge: 0
LUMO level: 0.44 eV

Structure (XYZ):
```
34
Properties=species:S:1:pos:R:3:forces:R:3
O 2.62851 1.07899 2.39443 -0.0026 0.0045 0.0135
C 2.33021 0.66393 1.29425 -0.1009 0.0102 0.1650
C 3.00468 -0.48751 0.67144 0.5798 -0.1790 -0.3361
C 3.28693 -1.69450 1.24415 -0.1960 0.3063 -0.0418
C 4.07981 -2.51773 0.42054 0.0308 -0.0924 -0.0294
C 4.42204 -1.91255 -0.74674 -0.1173 0.4565 -0.1833
S 3.77027 -0.33319 -0.87892 0.1088 -0.3429 0.5336
N 1.38491 1.30532 0.53343 0.1608 0.3522 0.1201
C 0.87606 2.61522 0.93586 -0.0801 0.3553 0.3169
C -0.18927 2.89749 -0.14196 0.1578 0.2256 0.1699
N -0.31580 1.67106 -0.89542 0.0942 -0.4123 -0.3871
C 0.55562 0.84411 -0.48371 -0.5418 0.0538 -0.4415
S 0.62380 -0.79189 -1.06333 -0.1766 -0.6518 -0.3860
C -0.97112 -0.83390 -1.96829 0.4607 0.2580 0.2625
C -2.12756 -0.67653 -1.03727 -0.3313 0.0097 0.0851
C -2.97792 0.41677 -1.14209 -0.0773 -0.0958 -0.0748
C -4.03450 0.57120 -0.26129 0.0107 -0.0377 -0.0353
C -4.25884 -0.35922 0.73829 0.0507 -0.1816 0.1446
C -3.40331 -1.44217 0.83062 0.0307 0.1239 -0.1350
F -3.60891 -2.35886 1.79955 -0.0014 0.0204 -0.0221
C -2.34291 -1.61646 -0.03666 -0.1890 0.0102 0.0779
H 2.91924 -1.97925 2.21310 -0.0573 -0.0003 0.2006
H 4.38899 -3.51120 0.69052 0.0668 -0.1719 0.0127
H 5.02824 -2.29583 -1.54326 0.1302 -0.1323 -0.1483
H 0.45474 2.55635 1.94325 0.0901 0.0268 -0.0924
H 1.69363 3.33764 0.94093 -0.0800 -0.0318 0.0870
H 0.10683 3.70091 -0.82195 -0.0298 0.0389 0.1077
H -1.16428 3.14863 0.28054 0.1006 0.1109 0.0415
H -0.93908 -0.03973 -2.71031 -0.0972 -0.0961 -0.0648
H -0.96948 -1.81088 -2.45240 0.0502 0.0355 -0.0376
H -2.80117 1.15281 -1.90970 0.0483 0.0688 -0.0600
H -4.68757 1.42591 -0.35048 -0.0697 0.0758 -0.0027
H -5.07320 -0.25639 1.43757 -0.0761 -0.0144 0.0836
H -1.68958 -2.46855 0.07534 0.0534 -0.1029 0.0562
```
Forces are in eV/Å.

Atom charges from the Löwdin analysis, given in e for atoms 1 to 2: O 0.1069; C -0.4742



(3)
C15H13GaI2NO7RhS2 as an isolated structure, computed with ωB97M-V/def2-TZVPD.

Computed properties:
expectation value of S²: 6.044
2S+1: 5
Kohn-Sham gap (spin up / spin down): 0.2786 / 0.1789 Eh
total charge: +4
LUMO level (spin up / spin down): -14.28 / -16.84 eV

Structure (XYZ):
```
42
Properties=species:S:1:pos:R:3:forces:R:3
I 3.52886 -1.75579 -1.22465 -0.1158 0.5287 0.1147
I 3.13157 2.16583 -0.86102 0.9865 -0.0730 0.0118
Ga 0.76051 1.51293 -0.70963 0.8803 -1.7796 -1.5260
Rh -0.06879 -1.62341 -0.57782 1.1828 2.2152 -0.1268
S 0.79940 -0.19141 -2.33749 -0.2124 0.0623 1.3272
C -0.87407 -2.80279 -1.74300 -2.6977 -3.9313 -5.4339
C -0.60724 -2.81875 0.71977 -2.0033 -5.2358 5.1934
C -0.04470 -0.03796 -4.04946 -0.7055 0.1985 -0.9644
C 0.50213 1.24286 -4.66458 0.3068 -0.0544 0.3926
C -1.54444 -0.01741 -3.86047 0.0687 0.0635 0.2450
C 0.45915 -1.26039 -4.79975 0.4548 -0.1728 0.5440
C -0.07239 2.65957 0.60686 -3.8992 3.1494 5.9116
C -0.97815 2.95749 -1.96320 -3.0166 2.6764 -1.9871
O -0.95479 -3.63673 1.46361 1.4561 3.5063 -3.0946
O -1.39172 -3.49841 -2.51936 2.3644 3.1211 3.9085
O -0.66004 3.15049 1.46913 2.7871 -1.9434 -4.0274
O -1.78301 3.61920 -2.44929 3.1311 -2.5761 1.8600
H 0.14565 1.30037 -5.70519 0.1492 0.0403 0.3295
H 1.60066 1.20804 -4.65131 -0.2713 0.2219 -0.2607
H 0.15433 2.12672 -4.11484 0.1002 -0.0914 -0.3086
H -2.02374 0.03154 -4.85114 0.0781 0.0156 0.3425
H -1.82025 0.86974 -3.27413 -0.2851 -0.3164 -0.2398
H -1.87459 -0.93186 -3.35260 -0.2058 0.2714 -0.1973
H 0.12006 -1.22660 -5.84292 0.0148 0.0896 0.2223
H 0.09970 -2.18908 -4.34616 0.0277 0.0457 -0.2182
H 1.55512 -1.25249 -4.78198 -0.1456 -0.1937 -0.2997
O 1.83770 2.61687 4.52138 -0.3479 -1.2060 -1.1060
S 2.04460 1.25468 4.11066 1.1134 0.8228 2.0187
O 3.22963 0.58046 4.56992 -1.4009 0.1735 -1.2893
N 1.73788 1.03282 2.49113 -0.5667 -0.5253 -1.6542
C 0.72391 0.24295 2.20290 1.9579 0.9149 1.1169
O 0.49421 -0.04521 0.94227 -0.8324 0.2108 -1.9375
C -0.03959 -0.19392 3.40021 -1.8713 -1.0631 -1.4626
C -1.25026 -0.86860 3.57939 1.3310 0.4457 -1.1704
C -1.69783 -1.06264 4.87749 -0.5351 -0.3089 -0.5156
C -0.99905 -0.57896 6.00114 1.4485 1.0454 0.9986
C 0.19645 0.13235 5.81875 -0.6267 -0.3121 0.5443
C 0.61933 0.31120 4.51440 0.6374 0.3747 2.6925
H -1.81703 -1.25897 2.74382 -0.0572 0.0934 0.1060
H -2.61773 -1.59778 5.00789 -0.3795 -0.2128 0.2506
H -1.40488 -0.72908 7.00064 0.0730 -0.0396 -0.1571
H 0.78343 0.56212 6.63864 -0.3739 -0.2517 -0.1533
```
Forces are in eV/Å.

Atom charges from the Löwdin analysis, given in e for atoms 1 to 2: I 0.6930; I 0.9054